{
  "formula": "C6H8S",
  "method": "ωB97M-V/def2-TZVPD",
  "e_above_lowest_kj_mol": 457.50,
  "homo_ev": -8.5,
  "smiles": "C#C/C(=C\\C)CS",
  "elements": ["S", "C", "C", "C", "C", "C", "C", "H", "H", "H", "H", "H", "H", "H", "H"],
  "positions_angstrom": [[0.592927, 2.850270, -0.401969], [-0.776145, -0.371593, 1.073880], [0.476710, -0.340427, -0.917382], [-1.210820, -1.631501, 0.459387], [1.112009, -0.533824, -1.948327], [0.260466, 0.218875, 0.337954], [1.074019, 1.365695, 0.738786], [2.131842, 1.437512, 0.813987], [-1.132253, -0.117786, 2.102194], [0.247793, 2.109626, -1.664992], [-2.298537, -1.327170, -0.145043], [1.355735, -0.769294, -3.062695], [-1.595333, -2.310464, 1.376692], [-0.690047, -2.203241, -0.463134], [0.451634, 1.623323, 1.700663]],
  "forces_ev_per_angstrom": [[-0.338, -1.711, -1.668], [3.562, 0.711, -1.432], [2.924, -0.049, -2.845], [-5.477, -2.231, -0.963], [-0.988, -0.686, -2.058], [-2.279, -1.548, 2.515], [-3.991, 2.925, 1.189], [0.660, -0.833, 0.139], [0.507, 0.046, -1.159], [0.808, 1.213, 2.559], [2.515, -1.009, 1.703], [-0.417, 0.557, 2.915], [0.967, 0.939, -2.506], [-0.551, 1.489, 2.881], [2.097, 0.187, -1.270]]
}